{
  "formula": "C5H13NO3",
  "method": "ωB97M-V with the def2-TZVPD basis set",
  "symbols": ["C", "O", "C", "C", "C", "C", "O", "N", "H", "H", "H", "H", "H", "H", "H", "H", "H", "H", "H", "H", "H", "O"],
  "positions_angstrom": [[-1.109, -1.023, -1.149], [-1.464, -1.993, -1.977], [0.231, -0.309, -1.648], [1.190, 0.348, -0.606], [0.394, 1.375, 0.222], [0.998, 1.591, 1.632], [0.153, 1.664, 2.697], [1.153, -1.445, -2.118], [-1.873, -0.201, -1.285], [-1.110, -1.225, -0.073], [0.076, 0.375, -2.488], [1.581, -0.426, 0.031], [1.902, 0.935, -1.212], [0.347, 2.347, -0.268], [-0.619, 0.966, 0.357], [1.601, 2.514, 1.599], [1.746, 0.762, 1.869], [0.765, -1.712, -3.030], [0.887, -2.326, -1.668], [-0.926, 0.867, 2.612], [-0.763, -0.652, 2.118], [-1.488, -0.151, 2.502]],
  "fmax_ha_per_bohr": 0.06652,
  "homo_energy_ev": [-3.43, -3.43],
  "multiplicity": 2,
  "charge": -1,
  "mol_weight_da": 135.16,
  "orbital_gap_ev": [6.778, 4.561]
}